DFT (ωB97M-V with the def2-TZVPD basis set) results for a 19-piece molecular cluster, C58H165N11O19 overall at a distorted geometry.

Calculated values
LUMO energy = 0.40 eV
net charge = 0
spin multiplicity = 1
highest occupied orbital energy = -8.5 eV
frontier orbital gap = 0.329 Ha

Last column: Mulliken charge in e.
Positions of all 253 atoms, in Å:
C (-18.223620, 3.388480, 20.497820)  0.566
O (-17.398160, 2.201890, 20.655590)  -0.201
H (-17.718560, 3.814290, 19.630820)  -0.542
H (-19.238850, 3.120870, 20.204900)  0.469
H (-18.267330, 3.971540, 21.417720)  -0.311
H (-18.038860, 1.505440, 20.816990)  -0.040
C (-17.560130, -0.880000, 23.258330)  -0.278
O (-17.878910, 0.390480, 23.745510)  -0.433
H (-16.614020, -0.897720, 22.717350)  -0.236
H (-17.545230, -1.512890, 24.145640)  0.516
H (-18.399120, -1.035520, 22.580080)  0.128
H (-18.192530, 0.219930, 24.636670)  0.300
C (-13.745090, 3.302280, 14.723400)  0.321
C (-13.254640, 4.624420, 15.254810)  1.844
O (-11.925290, 4.465100, 15.682490)  -0.578
H (-13.305110, 3.052120, 13.758030)  0.676
H (-14.786490, 3.387740, 14.413090)  -0.405
H (-13.781280, 2.512790, 15.474060)  -0.805
H (-13.876990, 4.951880, 16.087610)  -0.658
H (-13.502830, 5.354260, 14.484200)  -0.575
H (-11.648410, 5.198270, 16.236930)  0.111
C (-10.312780, 11.382420, 18.463250)  -1.033
C (-11.855650, 11.507420, 18.642260)  0.243
O (-12.298510, 12.333960, 19.724030)  -0.576
H (-10.042470, 10.582640, 17.773770)  0.077
H (-9.823430, 11.127210, 19.403210)  0.335
H (-9.905550, 12.360370, 18.206600)  0.411
H (-12.149380, 10.547450, 19.066850)  0.050
H (-12.336230, 11.532020, 17.664230)  0.193
H (-13.234130, 12.508540, 19.598570)  0.275
C (-9.340760, 2.420630, 18.320160)  -0.621
C (-8.154210, 3.391740, 18.598890)  -0.376
O (-6.963120, 2.679500, 18.487760)  -0.611
H (-9.260350, 2.007860, 17.314550)  0.395
H (-10.351820, 2.826410, 18.285500)  0.254
H (-9.394920, 1.500080, 18.901320)  0.050
H (-8.265710, 3.926130, 19.542340)  0.199
H (-8.156780, 4.137740, 17.804180)  0.340
H (-6.767840, 2.408480, 19.387770)  0.362
C (-18.172660, 9.636190, 21.295720)  -0.866
C (-18.289640, 9.547900, 22.822350)  0.212
O (-18.864420, 10.739240, 23.316070)  -0.586
H (-18.934020, 10.207990, 20.765180)  0.399
H (-18.053450, 8.670050, 20.805350)  0.257
H (-17.300760, 10.279640, 21.177950)  0.194
H (-17.359760, 9.404130, 23.372580)  0.187
H (-18.913510, 8.705970, 23.122430)  -0.140
H (-18.542170, 11.007020, 24.179810)  0.326
C (-16.601770, 5.996740, 23.783950)  -0.075
C (-15.265730, 6.547440, 24.221690)  -0.171
O (-14.688530, 5.445180, 24.856490)  -0.628
H (-16.520460, 5.235570, 23.007990)  -0.112
H (-17.262160, 6.774270, 23.399990)  -0.157
H (-17.297820, 5.546970, 24.491980)  0.430
H (-15.345830, 7.537070, 24.671490)  0.384
H (-14.656940, 6.624940, 23.320880)  -0.015
H (-14.317470, 4.775970, 24.276780)  0.340
C (-15.648550, 10.981240, 17.774450)  -0.492
C (-16.252820, 12.365160, 18.147400)  -0.274
O (-15.263190, 13.086190, 18.932150)  -0.484
H (-15.740530, 10.303400, 18.623090)  0.049
H (-14.611120, 10.934750, 17.443300)  0.021
H (-16.144380, 10.404810, 16.993440)  0.382
H (-17.135090, 12.196950, 18.764980)  0.281
H (-16.524550, 12.968390, 17.281150)  0.305
H (-15.724090, 13.745890, 19.455570)  0.258
C (-16.718940, 1.709120, 13.181750)  -1.628
C (-16.451840, 1.269970, 14.613800)  0.956
C (-17.045870, 2.305400, 15.591920)  0.681
O (-18.330980, 2.786530, 15.345890)  -0.039
C (-19.423450, 1.855970, 15.061890)  -1.238
N (-17.044740, -0.078640, 14.813800)  -0.468
H (-16.754440, 2.782920, 12.997880)  0.166
H (-17.707020, 1.417050, 12.826100)  0.377
H (-15.964290, 1.150190, 12.628390)  0.526
H (-15.372210, 1.207850, 14.750330)  -0.374
H (-16.288370, 3.086960, 15.650810)  -0.200
H (-17.029740, 1.817450, 16.566470)  -0.080
H (-19.450470, 1.485590, 14.037110)  0.358
H (-20.373020, 2.250380, 15.423630)  0.319
H (-19.437790, 0.967370, 15.692990)  0.336
H (-18.023130, 0.135560, 14.944110)  0.223
H (-17.057940, -0.681170, 14.003320)  0.272
C (-10.405740, 7.422760, 14.306480)  -0.678
C (-9.612400, 8.747360, 14.484520)  0.571
C (-9.145370, 9.405460, 13.186890)  -0.778
O (-8.432940, 10.656180, 13.465100)  -0.328
C (-7.785710, 11.250400, 12.398440)  -0.771
N (-10.528770, 9.697140, 15.174740)  -0.293
H (-11.324550, 7.584460, 13.742780)  -0.209
H (-10.737440, 6.946010, 15.228860)  -0.079
H (-9.854020, 6.684070, 13.725080)  0.518
H (-8.800480, 8.636410, 15.203250)  0.353
H (-10.042030, 9.611480, 12.602380)  0.142
H (-8.519900, 8.658410, 12.698210)  0.492
H (-8.550750, 11.705330, 11.769280)  0.300
H (-7.134410, 10.588290, 11.827890)  0.295
H (-7.200790, 12.096230, 12.759750)  0.240
H (-10.057610, 10.561130, 14.947520)  0.341
H (-11.371820, 9.664900, 14.619470)  -0.043
C (-20.011930, 4.973480, 23.604460)  -1.218
C (-21.265040, 5.157350, 24.477370)  0.827
C (-22.143820, 6.317950, 24.001820)  -0.808
O (-23.173740, 6.604900, 24.945180)  -0.363
C (-23.816610, 7.924540, 24.880010)  -0.717
N (-21.957820, 3.933920, 24.541620)  -0.791
H (-20.184260, 4.519230, 22.628720)  0.457
H (-19.367160, 4.236090, 24.082610)  0.431
H (-19.360300, 5.845920, 23.652730)  0.027
H (-21.046070, 5.417490, 25.512970)  0.220
H (-22.582860, 6.194000, 23.011880)  0.343
H (-21.564010, 7.219300, 23.803080)  0.306
H (-23.982810, 8.109900, 23.818820)  0.312
H (-23.138750, 8.674100, 25.288380)  0.269
H (-24.782350, 7.985720, 25.381710)  0.255
H (-22.448510, 3.890460, 25.423340)  0.254
H (-21.241970, 3.221430, 24.542680)  0.221
C (-14.567420, 3.257290, 18.889700)  0.767
C (-14.177870, 4.124880, 20.081750)  0.542
C (-14.925810, 5.521440, 20.047840)  -0.386
O (-14.840160, 6.155600, 18.777920)  0.154
C (-13.808320, 7.200860, 18.649080)  -1.276
N (-14.595190, 3.410270, 21.204160)  -0.315
H (-15.637540, 3.068930, 18.803360)  -0.435
H (-14.168460, 2.243030, 18.904250)  -0.181
H (-14.273450, 3.731030, 17.953080)  -0.664
H (-13.088950, 4.085450, 20.053350)  0.622
H (-14.396220, 6.159540, 20.755280)  0.078
H (-15.961230, 5.476320, 20.385430)  -0.189
H (-13.822310, 7.578660, 17.626740)  0.348
H (-12.799500, 6.883330, 18.912810)  0.340
H (-14.078600, 8.058640, 19.264910)  0.394
H (-14.119470, 2.528570, 21.076120)  0.398
H (-15.550300, 3.109470, 21.072300)  -0.199
C (-13.095430, -0.467860, 22.835780)  -1.824
C (-13.362460, -0.665110, 21.348020)  0.717
C (-14.086070, -1.907210, 20.846310)  -0.168
O (-13.398260, -3.047040, 21.274890)  -0.472
C (-12.329400, -3.525620, 20.490160)  -0.594
N (-14.045620, 0.514260, 20.812160)  0.557
H (-13.006260, 0.583490, 23.109280)  0.432
H (-12.203890, -0.996310, 23.173440)  0.325
H (-13.893170, -0.881190, 23.452930)  0.314
H (-12.379250, -0.808700, 20.899940)  -0.112
H (-14.087590, -1.941750, 19.756860)  0.204
H (-15.117200, -1.748300, 21.161940)  0.156
H (-12.728050, -4.205270, 19.736990)  0.313
H (-11.625390, -4.070370, 21.119220)  0.304
H (-11.630710, -2.769490, 20.132100)  0.143
H (-14.945150, 0.705540, 21.229700)  0.095
H (-14.234220, 0.386360, 19.828200)  -0.421
C (-9.826470, 7.364860, 18.661650)  -1.021
C (-9.337220, 7.680500, 20.148010)  0.533
C (-10.214930, 7.056220, 21.212780)  -0.555
O (-9.864320, 7.293740, 22.589830)  -0.427
C (-10.285350, 6.233940, 23.398340)  -0.693
N (-7.914580, 7.275710, 20.260050)  -0.762
H (-9.247000, 7.858440, 17.881460)  0.212
H (-10.832990, 7.731670, 18.460480)  0.173
H (-9.822180, 6.280040, 18.555640)  0.146
H (-9.300150, 8.756510, 20.318050)  0.285
H (-10.046670, 6.015340, 20.936440)  0.234
H (-11.279890, 7.222910, 21.051040)  0.443
H (-10.132450, 6.553570, 24.429150)  0.317
H (-9.758720, 5.291860, 23.245900)  0.263
H (-11.360940, 6.061420, 23.360370)  0.262
H (-7.971270, 6.280950, 20.425400)  0.247
H (-7.797490, 7.690870, 21.173300)  0.383
C (-18.861250, 7.579750, 13.251800)  -1.798
C (-18.020330, 6.372240, 13.652510)  0.617
C (-17.419870, 6.500660, 15.072380)  0.196
O (-18.340240, 6.363340, 16.140210)  -0.541
C (-17.730300, 5.945370, 17.342990)  -0.402
N (-18.832710, 5.181270, 13.676510)  -0.645
H (-19.545870, 7.865460, 14.050400)  0.328
H (-19.597440, 7.415000, 12.465040)  0.436
H (-18.194150, 8.381550, 12.935250)  0.356
H (-17.295470, 6.340400, 12.839080)  0.036
H (-16.865260, 7.431410, 15.191530)  0.631
H (-16.581120, 5.805210, 15.103230)  -0.316
H (-17.032820, 6.671960, 17.759760)  0.301
H (-17.200600, 4.993360, 17.308440)  -0.006
H (-18.411280, 5.733710, 18.167350)  0.414
H (-19.666350, 5.397530, 14.204110)  0.355
H (-18.333950, 4.469140, 14.190520)  0.066
C (-18.198770, -0.641830, 18.932690)  -1.507
C (-19.545560, 0.055170, 19.214740)  0.905
C (-20.776640, -0.892400, 18.929310)  -1.148
O (-21.983290, -0.432180, 19.526620)  -0.356
C (-22.977230, -1.389610, 19.663310)  -0.796
N (-19.681400, 0.521490, 20.551860)  -0.356
H (-17.355160, 0.034530, 19.070410)  0.153
H (-18.066240, -1.018830, 17.918580)  0.498
H (-18.054120, -1.546870, 19.522660)  0.491
H (-19.733100, 0.916570, 18.573720)  0.171
H (-20.539280, -1.779780, 19.516090)  0.411
H (-20.782660, -1.045710, 17.850160)  0.414
H (-23.455940, -1.816050, 18.781790)  0.311
H (-23.842590, -0.996020, 20.196540)  0.262
H (-22.591360, -2.225950, 20.246190)  0.340
H (-20.671530, 0.430750, 20.729340)  0.361
H (-19.383510, -0.332520, 21.001350)  -0.198
C (-14.108160, 6.638490, 11.905770)  -1.534
C (-14.239220, 7.794100, 10.839160)  0.530
C (-13.115860, 8.882320, 11.044190)  -1.155
O (-12.763690, 9.126620, 12.347930)  0.052
C (-13.687170, 9.930800, 13.097410)  -1.079
N (-14.142500, 7.090740, 9.517940)  -0.663
H (-13.118850, 6.188620, 11.989250)  0.574
H (-14.835300, 5.836950, 11.775810)  0.581
H (-14.255530, 7.075520, 12.893380)  0.000
H (-15.207960, 8.284190, 10.936350)  0.334
H (-13.179300, 9.835080, 10.518540)  0.411
H (-12.182250, 8.402950, 10.749760)  0.230
H (-14.558990, 10.335550, 12.583390)  0.443
H (-13.238150, 10.730000, 13.687120)  0.356
H (-14.146410, 9.256670, 13.820430)  0.282
H (-15.030720, 7.053340, 9.038620)  0.265
H (-13.787170, 6.155870, 9.658900)  0.277
C (-12.088150, -0.839110, 17.876840)  -1.080
C (-12.925480, 0.006260, 16.900580)  0.781
C (-12.435190, -0.111640, 15.406810)  -0.782
O (-12.934260, -1.234720, 14.724890)  -0.410
C (-12.351580, -1.500810, 13.537590)  -0.853
N (-14.334460, -0.320180, 17.055880)  0.492
H (-12.418940, -1.868870, 17.741720)  0.370
H (-12.241080, -0.483470, 18.895780)  -0.223
H (-11.036430, -0.711060, 17.620730)  0.517
H (-12.866220, 1.074790, 17.107540)  -0.260
H (-11.348660, -0.164850, 15.338230)  0.620
H (-12.771250, 0.686680, 14.745110)  0.239
H (-11.356930, -1.112760, 13.318100)  0.356
H (-13.002560, -0.965460, 12.846410)  0.261
H (-12.307270, -2.570850, 13.334710)  0.251
H (-14.434920, -1.287870, 16.784630)  0.368
H (-14.933380, 0.107280, 16.364020)  -0.675
C (-9.813570, 1.091360, 22.385310)  -0.571
C (-8.288430, 0.913480, 22.727430)  0.145
C (-7.980880, -0.437030, 23.303630)  -0.828
O (-6.541990, -0.531130, 23.563840)  -0.343
C (-6.020390, -1.814200, 23.741270)  -0.707
N (-7.447970, 1.427470, 21.597650)  -0.511
H (-10.451410, 0.403080, 22.939870)  -0.001
H (-10.207110, 0.936370, 21.380720)  0.124
H (-10.176870, 2.061210, 22.725180)  0.279
H (-8.097430, 1.677270, 23.481260)  0.132
H (-8.265340, -1.153760, 22.533250)  0.372
H (-8.575790, -0.621920, 24.198060)  0.465
H (-4.953320, -1.802190, 23.963340)  0.230
H (-6.111540, -2.404530, 22.829520)  0.279
H (-6.599760, -2.078810, 24.625810)  0.315
H (-7.697660, 0.726190, 20.915040)  0.275
H (-6.585110, 0.942320, 21.798160)  0.326

Forces on atoms 1 to 3 (eV/Å):
1.0 -1.2 -0.7
-0.5 0.6 0.3
-0.4 1.1 0.3